(1)
{
  "formula": "C3H7NO3",
  "method": "wB97M-V/def2-TZVPD",
  "total_charge": 0,
  "total_energy_ha": -398.8178,
  "e_above_lowest_kj_mol": 577.1,
  "gap_ha": 0.3213,
  "multiplicity": 1,
  "species": ["C", "C", "N", "C", "O", "O", "O", "H", "H", "H", "H", "H", "H", "H"],
  "xyz": [[0.648, -1.236, 0.031], [-0.653, 1.412, -1.172], [1.058, 0.019, 0.351], [-0.665, 0.569, 0.079], [1.330, 0.186, 1.720], [0.541, -2.188, 0.954], [-1.178, 0.876, 1.150], [0.556, 0.695, 2.050], [0.377, -3.048, 0.547], [0.829, -1.539, -0.999], [-0.915, -0.609, -0.306], [-0.279, 2.401, -0.908], [-1.662, 1.484, -1.576], [0.012, 0.979, -1.920]]
}

(2)
{
  "formula": "C20H25N3O4S",
  "method": "wB97M-V/def2-TZVPD",
  "total_charge": 0,
  "total_energy_ha": -1640.5431,
  "e_above_lowest_kj_mol": 252.4,
  "gap_ha": 0.3408,
  "multiplicity": 1,
  "species": ["C", "O", "C", "C", "O", "N", "C", "C", "C", "O", "C", "C", "C", "C", "C", "O", "N", "C", "C", "C", "N", "C", "C", "S", "C", "C", "C", "C", "H", "H", "H", "H", "H", "H", "H", "H", "H", "H", "H", "H", "H", "H", "H", "H", "H", "H", "H", "H", "H", "H", "H", "H", "H"],
  "xyz": [[-4.854, 5.309, -3.987], [-3.738, 4.634, -4.518], [-3.995, 3.276, -4.798], [-4.250, 2.400, -3.564], [-5.252, 1.712, -3.497], [-3.331, 2.436, -2.576], [-2.056, 3.114, -2.611], [-0.918, 2.092, -2.662], [-1.008, 1.145, -1.464], [0.030, 0.192, -1.615], [0.432, -0.567, -0.563], [-0.037, -0.466, 0.744], [0.482, -1.285, 1.732], [1.465, -2.220, 1.442], [1.970, -3.178, 2.467], [1.945, -4.382, 2.278], [2.422, -2.649, 3.634], [2.752, -1.262, 3.853], [2.884, -3.569, 4.661], [4.351, -3.798, 4.526], [5.252, -2.980, 4.950], [6.500, -3.388, 4.627], [6.561, -4.552, 3.927], [4.981, -5.171, 3.652], [1.912, -2.340, 0.128], [1.414, -1.517, -0.857], [-2.391, 0.484, -1.448], [-3.481, 1.554, -1.436], [-4.543, 6.341, -3.832], [-5.171, 4.873, -3.034], [-5.698, 5.280, -4.685], [-3.120, 2.903, -5.338], [-4.879, 3.174, -5.442], [-2.007, 3.788, -3.463], [-1.964, 3.713, -1.696], [0.045, 2.603, -2.657], [-0.985, 1.500, -3.576], [-0.857, 1.724, -0.540], [-0.806, 0.242, 1.011], [0.096, -1.204, 2.737], [2.065, -0.814, 4.577], [3.768, -1.198, 4.252], [2.701, -0.707, 2.919], [2.663, -3.138, 5.641], [2.346, -4.511, 4.527], [7.339, -2.791, 4.934], [7.425, -5.071, 3.567], [2.655, -3.087, -0.108], [1.762, -1.592, -1.875], [-2.500, -0.168, -0.580], [-2.492, -0.130, -2.345], [-4.469, 1.096, -1.499], [-3.415, 2.149, -0.518]]
}

(3)
{
  "formula": "C5H14",
  "method": "wB97M-V/def2-TZVPD",
  "total_charge": 0,
  "total_energy_ha": -198.8683,
  "e_above_lowest_kj_mol": 54.8,
  "gap_ha": 0.4508,
  "multiplicity": 1,
  "species": ["C", "C", "C", "H", "H", "H", "H", "H", "H", "H", "H", "C", "C", "H", "H", "H", "H", "H", "H"],
  "xyz": [[1.002, 0.608, -2.271], [-0.276, -0.100, -1.909], [-0.001, -1.414, -1.192], [1.875, 0.509, -1.614], [1.413, 0.178, -3.199], [1.042, 1.674, -2.517], [-1.046, 0.483, -1.402], [-0.763, -0.315, -2.863], [0.796, -1.448, -0.451], [-0.830, -1.720, -0.537], [0.080, -2.211, -1.929], [-0.390, 0.846, 1.929], [-0.400, 0.069, 3.248], [0.650, 1.026, 1.639], [-0.695, 0.113, 1.176], [-0.988, 1.748, 1.909], [-1.409, -0.278, 3.462], [0.035, 0.637, 4.068], [0.210, -0.829, 3.153]]
}

(4)
{
  "formula": "C4H9NOS",
  "method": "wB97M-V/def2-TZVPD",
  "total_charge": 0,
  "total_energy_ha": -685.8207,
  "e_above_lowest_kj_mol": 520.6,
  "gap_ha": 0.1855,
  "multiplicity": 1,
  "species": ["C", "N", "C", "C", "S", "C", "O", "H", "H", "H", "H", "H", "H", "H", "H", "H"],
  "xyz": [[0.553, 1.031, 1.758], [1.179, 0.671, 0.454], [0.810, -0.601, 0.047], [-0.418, -0.817, -0.735], [-1.415, 0.621, -1.129], [1.681, -1.690, 0.298], [1.418, -2.851, 0.049], [1.023, 0.433, 2.535], [0.779, 2.077, 1.951], [-0.527, 0.892, 1.750], [0.781, 1.288, -0.266], [-3.491, 1.965, -2.882], [-0.194, -1.351, -1.667], [-1.054, -1.503, -0.149], [-3.790, 1.299, -2.746], [2.665, -1.463, 0.733]]
}

(5)
{
  "formula": "C9H21NP",
  "method": "wB97M-V/def2-TZVPD",
  "total_charge": 1,
  "total_energy_ha": -751.2410,
  "e_above_lowest_kj_mol": 259.3,
  "gap_ha": 0.3540,
  "multiplicity": 1,
  "species": ["C", "C", "C", "C", "C", "C", "C", "C", "C", "N", "P", "H", "H", "H", "H", "H", "H", "H", "H", "H", "H", "H", "H", "H", "H", "H", "H", "H", "H", "H", "H", "H"],
  "xyz": [[0.675, -1.014, -0.770], [0.848, 0.284, 0.003], [-0.570, -1.758, -0.257], [-0.422, 1.079, -0.160], [-1.630, 0.166, 0.044], [-0.474, -2.830, 0.734], [-0.542, 2.285, 0.860], [3.428, 0.122, -0.859], [2.120, 0.991, -0.645], [-2.086, 0.168, 1.541], [-3.030, 0.139, -1.027], [0.422, -0.705, -1.741], [1.610, -1.660, -0.810], [1.083, 0.105, 1.189], [-1.204, -1.972, -1.210], [-0.429, 1.356, -1.161], [-0.004, -3.679, 0.205], [-1.553, -3.107, 1.185], [0.268, -2.659, 1.505], [-1.537, 2.739, 0.871], [0.099, 3.110, 0.588], [-0.524, 1.897, 1.887], [3.326, -0.568, 0.077], [4.298, 0.777, -0.660], [3.496, -0.449, -1.768], [1.797, 1.461, -1.578], [2.286, 1.881, -0.093], [-2.730, 0.974, 1.566], [-1.320, 0.375, 2.213], [-2.554, -0.713, 1.749], [-2.059, -0.254, -2.028], [-3.087, 1.460, -1.451]]
}